Entry 1:
{"formula": "C2H7N2S", "method": "wB97M-V/def2-TZVPD", "lumo_ev": 4.0, "charge": -1, "multiplicity": 1, "elements": ["C", "S", "H", "H", "H", "N", "C", "N", "H", "H", "H", "H"], "xyz": [[-1.0997, 1.7428, 1.2277], [-0.6192, 2.7001, -0.3697], [-2.1594, 1.7914, 1.2272], [-0.8014, 2.2532, 2.2504], [-0.8497, 0.6087, 1.3942], [-0.0536, -0.7783, -0.5386], [1.1072, -1.3545, -0.8038], [1.1682, -2.5648, -1.2257], [-0.7811, -1.3366, -0.7966], [0.0009, 0.3464, -0.6602], [1.8883, -0.6368, -0.4970], [2.1993, -2.7716, -1.2078]], "forces_ev_per_angstrom": [[1.2, 0.0, 1.5], [0.3, -1.5, 1.4], [-1.1, -0.1, 0.1], [-0.2, -0.7, -2.0], [0.0, 2.1, -0.8], [2.0, 4.9, 0.4], [0.1, 0.2, 0.6], [2.6, -0.2, 0.2], [-2.9, -1.1, -0.9], [-1.2, -2.6, 0.4], [0.6, -0.8, -0.5], [-1.2, -0.3, -0.3]], "nbo_charge": [-0.7426, -0.7106, 0.1760, 0.1650, 0.1811, -0.8318, 0.2794, -0.7914, 0.3718, 0.4469, 0.1421, 0.3142]}

=====

Entry 2:
{"formula": "C2H7N2S", "method": "wB97M-V/def2-TZVPD", "lumo_ev": 3.9, "charge": -1, "multiplicity": 1, "elements": ["N", "C", "N", "H", "H", "H", "H", "C", "S", "H", "H", "H"], "xyz": [[0.0494, 0.7965, 0.7623], [-0.9194, 1.6706, 1.0829], [-2.0867, 1.7157, 0.5494], [0.9531, 1.0396, 1.1365], [0.1202, 0.3489, -0.2123], [-0.6396, 2.3482, 1.8944], [-2.6190, 2.4501, 0.9956], [1.0763, -2.1776, -1.1960], [0.3487, -0.6676, -1.9109], [1.6698, -1.9538, -0.2936], [0.3147, -2.8938, -0.9011], [1.7324, -2.6766, -1.9073]], "forces_ev_per_angstrom": [[0.6, 0.0, -0.2], [-0.5, 0.1, -0.1], [0.2, -0.1, 0.0], [0.0, -0.1, 0.0], [-0.4, -0.1, 0.4], [0.1, 0.1, 0.2], [-0.1, 0.1, 0.1], [0.2, 0.2, 0.3], [0.2, -0.1, -0.5], [-0.1, -0.1, -0.2], [-0.2, -0.1, 0.1], [0.1, -0.1, -0.1]], "nbo_charge": [-0.8452, 0.2840, -0.7583, 0.3528, 0.4117, 0.1011, 0.3091, -0.7330, -0.6396, 0.1678, 0.1737, 0.1758]}